# 1
Here is the ion C9H10N2O2P with charge -1 from the OMol25 dataset. Energies are from ωB97M-V/def2-TZVPD.

Last column: Löwdin charge in e.
CARTESIAN COORDINATES (ANGSTROEM)
1 C -1.1313 0.7726 1.6709  -0.038
2 C -0.7832 0.1856 0.2936  -0.584
3 N -0.9525 1.2679 -0.6185  0.041
4 C 0.1478 1.7559 -1.2123  -0.115
5 C 1.4495 1.1917 -1.1389  -0.065
6 C 1.7880 0.1496 -0.3793  -0.075
7 C 3.2121 -0.2733 -0.0631  -0.743
8 O 3.8806 -1.0926 -0.6969  -0.027
9 O 3.5557 0.5459 0.7910  -0.008
10 C 0.6355 -0.4588 0.3864  -0.217
11 C 0.3552 -1.8510 0.2524  -0.044
12 C -0.9552 -2.0814 0.0683  -0.154
13 N -1.7282 -0.9118 0.0723  -0.371
14 P -3.0428 -0.6915 -0.9672  0.794
15 H -2.1722 1.1131 1.5286  0.068
16 H -0.3425 1.5667 1.8946  0.112
17 H -1.0813 -0.1072 2.4186  0.111
18 H 0.0279 2.4678 -1.9660  0.075
19 H 2.2829 1.8590 -1.6489  0.148
20 H 0.8044 -0.2550 1.4901  0.158
21 H 1.1849 -2.4988 0.4450  0.113
22 H -1.4606 -2.9956 0.2742  0.091
23 H -2.4884 -0.3355 -2.1278  -0.160
24 H -3.1861 0.6767 -0.7670  -0.111

Output
Frontier orbital gap, eV: 8.0
Charge: -1
Electronic energy, a.u.: -950.26488
E_HOMO, eV: -4.542
ΔE to the lowest compared entry with this formula, charge and spin, kcal/mol: 27.7
Multiplicity: 1
SMILES string: C[C@@]12N=CC=C(C(=O)[O-])[C@@H]1C=CN2P
LUMO, eV: 3.484



# 2
Here is the molecule C9H10N2S from the OMol25 dataset. Energies are from ωB97M-V/def2-TZVPD.

Last column: Löwdin charge in e.
CARTESIAN COORDINATES (ANGSTROEM)
1 C 2.8758 -0.5007 -0.9394  -0.089
2 C 1.6447 0.0794 -0.2494  -0.617
3 S 2.4169 0.6085 1.6473  0.636
4 C 1.2441 1.4213 -0.5433  -0.224
5 N 0.0404 1.9161 -0.4245  0.159
6 C -0.9681 0.9342 -0.0453  -0.192
7 C -2.2997 1.3785 0.0675  -0.023
8 C -3.2227 0.4674 0.4545  -0.138
9 C -2.9980 -0.8755 0.5521  -0.111
10 C -1.7348 -1.2993 0.2521  -0.038
11 C -0.7040 -0.3856 0.0835  -0.247
12 N 0.5575 -0.8724 -0.2225  0.080
13 H 3.2244 -1.4245 -0.3283  0.112
14 H 3.6908 0.1301 -0.9588  0.039
15 H 2.4810 -0.7031 -1.9586  0.099
16 H 3.3020 -0.3112 1.9655  -0.224
17 H 2.1034 1.9435 -0.9087  0.112
18 H -2.5978 2.3725 -0.0578  0.097
19 H -4.3498 0.8373 0.6029  0.149
20 H -3.7833 -1.4517 1.0903  0.123
21 H -1.4805 -2.3791 -0.0485  0.142
22 H 0.5576 -1.8859 -0.0307  0.155

Output
Frontier orbital gap, eV: 8.2
Electronic energy, a.u.: -856.58001
E_HOMO, eV: -8.085
ΔE to the lowest compared entry with this formula, charge and spin, kcal/mol: 46.8
Multiplicity: 1
SMILES string: C[C@@]1(S)C=Nc2ccccc2N1
LUMO, eV: 0.134



# 3
Here is the molecule C9H10N4O2 from the OMol25 dataset. Energies are from ωB97M-V/def2-TZVPD.

Last column: Löwdin charge in e.
CARTESIAN COORDINATES (ANGSTROEM)
1 C 1.1285 1.0295 3.1813  -0.075
2 C -0.3249 0.6857 3.4690  -0.255
3 O -1.1568 0.5473 2.3001  -0.154
4 C -1.2535 -0.7610 1.7027  -0.097
5 C -0.7851 -0.8904 0.2493  -0.229
6 N -0.7046 -2.0534 -0.3318  0.178
7 C -0.3222 -2.1680 -1.6526  -0.424
8 O -0.3163 -3.2986 -2.1238  0.069
9 C 0.1349 -1.0032 -2.4490  -0.115
10 N 0.5199 -1.0460 -3.7521  0.161
11 C 0.7862 0.1353 -4.3240  -0.108
12 C 0.5926 1.3571 -3.6462  -0.077
13 N 0.2441 1.4135 -2.3252  0.139
14 C 0.0378 0.2105 -1.7551  -0.240
15 N -0.3849 0.2382 -0.4417  0.164
16 H 1.2181 2.0562 2.8196  0.073
17 H 1.7088 0.9008 4.1077  0.083
18 H 1.5373 0.4080 2.3668  0.079
19 H -0.3436 -0.2417 4.0240  0.107
20 H -0.7500 1.4663 4.0721  0.112
21 H -0.6829 -1.4890 2.2985  0.136
22 H -2.2828 -1.0673 1.7313  0.125
23 H 1.1386 0.1227 -5.3566  0.107
24 H 0.7194 2.2979 -4.1396  0.096
25 H -0.4587 1.1498 -0.0245  0.146

Output
Frontier orbital gap, eV: 8.6
Electronic energy, a.u.: -718.45010
E_HOMO, eV: -9.214
ΔE to the lowest compared entry with this formula, charge and spin, kcal/mol: 0.0
Multiplicity: 1
SMILES string: CCOCc1nc(=O)c2nccnc2[nH]1
LUMO, eV: -0.614